Formula: C10H14BCeClN6
Source: the Open Molecules 2025 dataset
Level of theory: ωB97M-V/def2-TZVPD

Last column: Löwdin charge in e.
Element x y z (Å)
H1 -0.74915 -1.55984 -2.39989  0.1126
N1 -0.86323 0.39682 -1.58228  -0.0796
B1 -1.49443 2.82590 -1.09245  -0.4569
N2 -1.64988 1.50290 -1.90196  -0.0084
C1 -2.41413 1.22479 -2.96901  -0.0069
Ce1 0.89624 0.34773 0.22069  1.1205
H2 -3.07576 1.98480 -3.36552  0.1470
C2 -2.16055 -0.08750 -3.36175  -0.0022
H3 -2.61057 -0.61328 -4.18522  0.1176
C3 -1.19991 -0.57823 -2.46801  -0.0860
H4 -2.23325 3.67695 -1.50559  0.1378
C4 2.83042 -0.23078 1.54352  -0.0800
H5 3.32810 -1.11181 1.96535  0.1127
H6 1.95757 -0.05772 2.20805  0.0550
H7 3.50899 0.62845 1.53339  0.0990
N3 -0.00218 3.22570 -1.23297  0.0307
N4 -1.75230 2.52582 0.41344  0.0073
N5 1.00819 2.34611 -0.80441  -0.1556
N6 -1.00203 1.55705 1.08616  -0.1057
C5 0.54647 4.32289 -1.76784  0.0291
C6 -2.61495 3.09819 1.26786  0.0089
H8 -0.09224 5.10503 -2.14884  0.1560
H9 -3.25870 3.89356 0.92234  0.1495
C7 1.93816 4.20671 -1.70939  0.0191
C8 -2.47464 2.49200 2.51878  0.0073
C9 2.20723 2.97022 -1.10850  -0.0497
C10 -1.47529 1.51889 2.36847  -0.0659
H10 2.65013 4.92748 -2.05911  0.1232
H11 -3.02028 2.72663 3.41135  0.1183
H12 3.15015 2.49296 -0.88315  0.1266
H13 -1.08191 0.81012 3.08456  0.1278
H14 2.60895 -0.60284 0.40697  0.0212
Cl1 0.25838 -2.12436 0.50236  0.2697

* HOMO (spin up / spin down): -0.573 / -0.573 Eh
* net charge: +2
* energy relative to the best compared isomer or geometry (same formula, charge and spin): 24.0 kcal per mole
* LUMO (spin up / spin down): -10.205 / -10.205 eV

=====

Formula: C10H14BClN6Pb
Source: the Open Molecules 2025 dataset
Level of theory: ωB97M-V/def2-TZVPD

Last column: Löwdin charge in e.
Element x y z (Å)
H1 3.63824 -0.97074 -1.12131  0.1226
N1 1.67542 -0.16548 -0.88480  -0.0853
B1 -0.55435 1.07785 -1.13086  -0.4215
N2 0.90725 0.72133 -1.62164  -0.0285
C1 1.60085 1.12895 -2.70286  -0.0059
Pb1 0.99257 -1.38418 1.10780  0.9935
H2 1.14719 1.82906 -3.39265  0.1403
C2 2.87864 0.49465 -2.67456  0.0159
H3 3.66891 0.60206 -3.38199  0.1072
C3 2.86524 -0.31074 -1.50312  -0.0948
H4 -1.05859 1.85571 -1.89623  0.1302
C4 -0.11096 -1.92715 2.86851  -0.1104
H5 0.70397 -2.58653 3.23967  0.0474
H6 -0.98148 -2.44659 2.45799  0.0419
H7 -0.29471 -1.00770 3.44329  0.0371
N3 -0.46906 1.72830 0.31050  0.0472
N4 -1.41134 -0.24175 -1.04703  -0.0213
N5 0.09794 1.01135 1.34455  0.0235
N6 -0.98577 -1.28469 -0.22849  -0.0736
C5 -0.84507 2.94203 0.75803  0.0944
C6 -2.53949 -0.59620 -1.69303  -0.0019
H8 -1.30276 3.64256 0.07379  0.1644
H9 -3.00290 0.09526 -2.37951  0.1413
C7 -0.51538 3.01906 2.14230  0.1501
C8 -2.88807 -1.91129 -1.28320  0.0134
C9 0.07520 1.76562 2.45530  -0.0250
C10 -1.88150 -2.29449 -0.36237  -0.0926
H10 -0.67933 3.84000 2.79885  0.1401
H11 -3.73070 -2.48743 -1.60264  0.1114
H12 0.46012 1.41778 3.41269  0.1429
H13 -1.77260 -3.23393 0.17677  0.1248
H14 2.50018 -0.76989 2.01324  0.1175
Cl1 1.81233 -3.55279 0.30304  0.0539

* HOMO (spin up / spin down): -0.577 / -0.575 Eh
* net charge: +2
* energy relative to the best compared isomer or geometry (same formula, charge and spin): 0.0 kcal per mole
* LUMO (spin up / spin down): -11.275 / -11.524 eV

=====

Formula: C10H14BEuN7O2
Source: the Open Molecules 2025 dataset
Level of theory: ωB97M-V/def2-TZVPD

Last column: Löwdin spin population.
Element x y z (Å)
C1 -0.04274 3.29987 0.78647  0.0007
N1 0.16751 2.01121 0.41521  -0.0052
N2 0.33966 2.01542 -0.96119  0.0078
C2 0.21656 3.26853 -1.44062  -0.0016
C3 -0.02791 4.12084 -0.35262  0.0102
B1 0.52781 0.67739 -1.72693  0.0053
N3 1.60094 -0.25458 -1.09722  0.1592
N4 1.58833 -0.60830 0.24640  0.1573
C4 2.63977 -1.44193 0.42429  0.0766
C5 3.29258 -1.65369 -0.81085  0.4028
C6 2.59195 -0.89390 -1.73970  0.0931
Eu1 -0.56800 0.10399 1.78815  6.0606
N5 -0.80539 -0.11910 -1.68533  0.0219
N6 -1.32656 -0.56517 -0.47223  0.0025
C7 -2.43651 -1.28379 -0.77599  0.0045
C8 -2.63687 -1.28121 -2.17295  0.0249
C9 -1.57450 -0.53906 -2.70233  -0.0019
H1 -3.03173 -1.76268 -0.00400  0.0000
H2 -1.29368 -0.27708 -3.71158  -0.0005
H3 -3.43298 -1.74094 -2.72603  0.0011
H4 0.82590 0.91250 -2.86699  -0.0003
H5 2.70352 -0.75603 -2.80875  0.0000
H6 0.32538 3.41920 -2.50645  -0.0002
H7 4.15344 -2.26570 -1.00124  0.0154
H8 -0.17113 5.18489 -0.37837  0.0005
H9 2.89835 -1.84788 1.39125  -0.0007
H10 -0.20712 3.55279 1.83019  0.0001
H11 -0.44519 -2.41097 1.93431  -0.0012
C10 0.00248 -2.70359 2.90855  -0.0028
H12 0.69108 -3.53427 2.71489  -0.0003
H13 0.57770 -1.88429 3.37613  -0.0004
H14 -0.79897 -3.01970 3.58935  -0.0001
O1 -1.47921 0.02267 4.01820  -0.0140
N7 -2.41079 0.87523 3.84170  -0.0004
O2 -2.45367 1.37936 2.67634  -0.0150

* HOMO (spin up / spin down): -0.581 / -0.578 Eh
* net charge: +2
* spin multiplicity: 8
* energy relative to the best compared isomer or geometry (same formula, charge and spin): 3.7 kcal per mole
* LUMO (spin up / spin down): -9.787 / -11.633 eV

=====

Formula: C10H14BN7O2Re
Source: the Open Molecules 2025 dataset
Level of theory: ωB97M-V/def2-TZVPD

Last column: Löwdin spin population.
Element x y z (Å)
H1 1.75217 -2.30328 0.64575  0.0001
N1 0.55661 -1.60713 -0.93417  0.0251
B1 -0.57735 -1.09737 -3.09300  0.0012
N2 0.26705 -2.05299 -2.19597  -0.0007
C1 0.88428 -3.23644 -2.40850  0.0070
Re1 0.10585 0.67354 -0.29349  1.8761
H2 0.77187 -3.75045 -3.35187  0.0003
C2 1.60808 -3.54340 -1.25521  0.0031
H3 2.22540 -4.40491 -1.08436  0.0004
C3 1.38384 -2.49163 -0.35818  0.0066
H4 -0.84274 -1.61503 -4.14369  0.0004
C4 -0.11817 2.85027 0.40568  0.0912
H5 0.51015 2.46597 1.20812  0.0220
H6 -0.97931 3.25187 0.95339  0.0081
H7 0.44812 3.66222 -0.06827  0.0086
N3 0.30917 0.19105 -3.24620  0.0221
N4 -1.86768 -0.71692 -2.30365  0.0107
N5 0.79878 0.91602 -2.11462  0.0715
N6 -1.76731 -0.13775 -1.03428  0.0477
C5 0.67585 0.83206 -4.35808  0.0290
C6 -3.16408 -0.77234 -2.65261  0.0179
H8 0.42508 0.43216 -5.32237  0.0022
H9 -3.44874 -1.17212 -3.61704  0.0013
C7 1.40664 1.96957 -4.01990  0.0125
C8 -3.92957 -0.26244 -1.60794  0.0057
C9 1.48591 2.01868 -2.64482  0.0245
C10 -3.03975 0.11471 -0.60967  0.0168
H10 1.83561 2.67534 -4.70584  0.0005
H11 -5.00547 -0.16738 -1.58701  0.0001
H12 1.91249 2.74957 -1.96584  0.0015
H13 -3.20978 0.55519 0.36499  0.0024
H14 -0.73853 2.21068 -0.58663  0.0278
O1 0.53786 -0.32969 3.78785  0.2269
N7 1.50080 -0.59301 3.18768  0.3436
O2 1.08669 0.20547 1.07549  0.0857

* HOMO (spin up / spin down): -0.539 / -0.569 Eh
* net charge: +2
* spin multiplicity: 4
* energy relative to the best compared isomer or geometry (same formula, charge and spin): 0.0 kcal per mole
* LUMO (spin up / spin down): -9.882 / -9.305 eV

=====

Formula: C10H14BiCl3GeN2O3
Source: the Open Molecules 2025 dataset
Level of theory: ωB97M-V/def2-TZVPD

Last column: Löwdin spin population.
Element x y z (Å)
Bi1 0.95074 1.23034 -0.25158  -0.0002
C1 4.93751 -1.69962 0.13586  0.0000
O1 4.10425 -1.23700 1.26964  0.0000
C2 3.09311 -0.50099 1.06091  0.0000
O2 2.69814 -0.10974 -0.07419  0.0000
N1 2.43012 -0.10462 2.17545  0.0000
N2 1.22857 0.60539 2.02746  0.0000
H1 5.80497 -2.14013 0.61083  0.0000
H2 5.20775 -0.84438 -0.47520  0.0000
H3 4.37232 -2.43990 -0.42190  0.0000
H4 2.68606 -0.46895 3.08647  0.0000
H5 1.21984 1.42747 2.63270  0.0000
H6 0.43856 -0.00321 2.27943  0.0000
C3 -0.62314 4.92732 0.61089  -0.0012
C4 -1.26591 3.66284 1.04096  -0.0013
O3 -0.66333 2.58416 1.07030  0.0007
C5 -2.72039 3.64555 1.40612  0.0465
C6 -3.30439 2.42853 1.85868  0.2930
C7 -4.71192 2.31475 2.04349  0.1372
C8 -5.50958 3.43087 1.93423  0.0147
C9 -4.92610 4.64823 1.58054  0.2730
C10 -3.52031 4.74899 1.30793  0.1330
H7 0.40683 4.75668 0.31059  0.0000
H8 -0.63788 5.64443 1.43820  -0.0003
H9 -1.17747 5.38584 -0.21132  -0.0003
H10 -2.67688 1.72352 2.38807  0.0073
H11 -5.13961 1.35307 2.29782  0.0036
H12 -6.57299 3.36722 2.12453  -0.0022
H13 -5.53976 5.53577 1.47917  0.0101
H14 -3.12418 5.71537 1.02346  0.0043
Cl1 -1.11202 -1.60283 1.55462  -0.0005
Ge1 -1.18768 -0.53433 -0.30221  0.0056
Cl2 -1.35087 -1.72791 -2.00683  0.0075
Cl3 -2.91498 0.75258 -0.24101  0.0694

* HOMO (spin up / spin down): -0.705 / -0.705 Eh
* net charge: +3
* spin multiplicity: 2
* LUMO (spin up / spin down): -10.796 / -13.324 eV

=====

Formula: C10H14Cl3N2OTc
Source: the Open Molecules 2025 dataset
Level of theory: ωB97M-V/def2-TZVPD

Last column: Löwdin spin population.
Element x y z (Å)
Tc1 -1.44820 0.44434 -0.33972  1.8809
N1 -1.66310 -1.20906 -1.67552  0.0130
C1 -1.49665 -2.63939 -1.23658  0.0118
C2 -0.26956 -2.81576 -0.33486  0.0033
C3 -0.63391 -2.99070 1.14037  0.0006
C4 -1.50565 -1.88348 1.71327  0.0069
N2 -0.90960 -0.52039 1.48246  -0.0193
H1 -2.57339 -1.14343 -2.14867  0.0036
H2 -0.97903 -1.03546 -2.42061  0.0050
H3 -1.41137 -3.26180 -2.12689  0.0005
H4 -2.41034 -2.94651 -0.72804  0.0002
H5 0.40106 -1.95678 -0.46829  0.0015
H6 0.30143 -3.68737 -0.64908  0.0002
H7 0.27937 -3.08522 1.73390  0.0000
H8 -1.17185 -3.93073 1.27682  0.0004
H9 -1.62687 -2.03740 2.78665  -0.0007
H10 -2.51554 -1.88833 1.28932  0.0003
H11 0.10778 -0.59908 1.55242  -0.0007
H12 -1.19569 0.07847 2.26127  0.0046
Cl1 3.21132 5.67856 0.56694  0.1883
C5 2.41658 4.27784 0.11708  0.1742
C6 1.04735 4.10920 0.49211  0.1380
C7 0.42851 2.95540 0.13401  0.0517
Cl2 -1.24308 2.62958 0.51963  0.0578
C8 1.06544 1.92131 -0.60587  0.1790
O1 0.42151 0.84636 -0.92625  0.1853
C9 2.43811 2.13018 -0.99561  0.0758
Cl3 3.20684 0.93999 -1.91266  0.0489
C10 3.08115 3.28630 -0.62227  -0.0128
H13 0.53125 4.89743 1.03020  0.0035
H14 4.11613 3.43594 -0.90552  -0.0020

* HOMO (spin up / spin down): -0.712 / -0.725 Eh
* net charge: +3
* spin multiplicity: 4
* LUMO (spin up / spin down): -12.828 / -13.511 eV

=====

Formula: C10H14FN2
Source: the Open Molecules 2025 dataset
Level of theory: ωB97M-V/def2-TZVPD

Last column: Löwdin charge in e.
Element x y z (Å)
C1 -0.87256 0.75713 -0.95494  -0.2121
C2 -0.66734 -0.41190 0.05351  -0.2098
C3 -1.74195 -1.27184 0.38785  -0.0004
C4 -3.04188 0.84629 0.05476  -0.2969
C5 -2.84570 -0.49823 0.92994  0.0341
C6 -2.01390 -2.70444 -0.07288  0.0620
C7 0.25302 1.69269 -0.62888  -0.0520
C8 1.75420 1.55165 1.41204  -0.0475
C9 2.18900 -0.02932 -0.62171  -0.0146
C10 1.18735 0.78363 0.19089  -0.5621
N1 -2.18189 1.28182 -0.73454  0.1859
N2 0.38900 -0.31517 0.75174  0.2066
F1 -4.16353 1.48946 -0.04156  0.1706
H1 -3.78010 -1.11672 0.76758  0.1591
H2 -2.65027 -0.00338 1.87858  0.1675
H3 -2.74745 -2.76724 -0.90787  0.1444
H4 -2.51702 -3.19432 0.74686  0.1113
H5 -1.16183 -3.18159 -0.45686  0.0827
H6 -0.88342 0.56952 -2.05482  0.1801
H7 0.08449 2.62186 0.12413  0.1822
H8 0.67427 2.08539 -1.53219  0.1201
H9 2.19781 0.72522 2.02390  0.0887
H10 1.17118 2.04792 2.19393  0.0783
H11 2.58426 2.32727 1.23989  0.1178
H12 2.81541 0.66895 -1.20499  0.1024
H13 2.78034 -0.68902 0.03159  0.1000
H14 1.61983 -0.62671 -1.37909  0.1016

* HOMO (spin up / spin down): -0.513 / -0.513 Eh
* net charge: +1
* energy relative to the best compared isomer or geometry (same formula, charge and spin): 73.3 kcal per mole
* LUMO (spin up / spin down): -6.849 / -6.848 eV

=====

Formula: C10H14FNO10S3
Source: the Open Molecules 2025 dataset
Level of theory: ωB97M-V/def2-TZVPD

Last column: Löwdin charge in e.
Element x y z (Å)
O1 -3.59825 0.30164 -1.69400  -0.4099
S1 -3.09289 0.96404 -2.91523  0.9758
O2 -1.52768 1.41421 -2.67303  -0.4289
C1 -0.65881 0.26524 -2.61618  -0.2155
C2 -0.52978 -0.22169 -1.12529  -0.1447
C3 0.78234 -1.05952 -0.86441  -0.2057
N1 1.20935 -0.87001 0.54369  -0.0772
C4 0.94730 -2.09960 1.29474  -0.2076
C5 1.32412 -2.05154 2.80636  -0.1002
C6 0.77116 -3.11946 3.66471  -0.0555
C7 1.05749 -3.24280 5.08348  -0.1079
C8 1.95061 -2.25266 5.70691  -0.1026
C9 2.50511 -1.17763 4.89277  -0.0214
C10 2.19550 -1.08676 3.46457  -0.2443
O3 2.77625 -0.04121 2.75419  0.0025
O4 -4.02961 2.43534 -3.02269  -0.4070
S2 -4.10930 2.91313 -4.59350  0.6325
O5 -2.80623 3.24952 -5.10127  -0.2134
O6 -5.01713 4.03564 -4.73593  -0.2702
F1 -4.72634 1.64499 -5.44657  -0.2077
H1 0.34131 0.48347 -3.06360  0.1343
H2 -1.14976 -0.56824 -3.19807  0.1063
H3 -0.60578 0.68434 -0.46635  0.1321
H4 -1.40294 -0.88843 -0.87606  0.0985
H5 1.60506 -0.75916 -1.56716  0.1224
H6 0.57759 -2.15131 -1.05181  0.1064
H7 0.78235 -0.05081 0.96966  0.1058
H8 -0.15236 -2.38355 1.21306  0.1217
H9 1.51422 -2.95461 0.82661  0.1263
H10 0.09714 -3.89080 3.20983  0.1022
H11 0.61608 -4.05376 5.71035  0.0835
H12 2.24071 -2.27774 6.78111  0.0827
H13 3.17252 -0.41833 5.35872  0.1051
H14 2.19070 0.73961 2.73228  0.1243
O7 1.54226 3.63974 -1.03424  -0.5044
S3 0.95398 3.70487 -2.40074  0.1887
O8 1.85752 3.02003 -3.36720  -0.4962
O9 0.76691 5.12047 -2.80124  -0.4850
O10 -0.37074 3.00337 -2.39846  -0.4459

* HOMO: 0.005 Eh
* net charge: -2
* LUMO: 3.969 eV

=====

Number 1: total energy -1677.61222 hartree. Number 2: total energy -1395.14005 hartree. Number 3: total energy -1657.77001 hartree. Number 4: total energy -1025.63215 hartree. Number 5: total energy -4395.80418 hartree. Number 6: total energy -2034.39900 hartree. Number 7: total energy -598.42161 hartree. Number 8: total energy -2490.87269 hartree.